(1)
DFT (ωB97M-V with the def2-TZVPD basis set) results for a structure of composition C15H20N2O2S.

Charge = 0
LUMO energy = 0.72 eV
Strongest force on any atom = 0.375 hartree/bohr
E_HOMO = -7.882 eV
ΔE to the lowest compared entry with this formula, charge and spin = 344.8 kcal per mole
HOMO-LUMO gap = 8.61 eV

The geometry in XYZ format:
```
40
Properties=species:S:1:pos:R:3:forces:R:3:lowdin_charge:R:1
C -6.57157 -1.09175 0.39204 1.966 4.549 0.310 -0.08
C -5.08320 -0.80745 -0.14582 -5.625 -2.195 -0.431 -0.64
C -4.45681 -1.10976 -1.31447 -11.654 -6.424 -3.239 -0.17
C -3.23632 -0.77328 -1.42733 1.760 -3.228 -7.946 -0.21
C -2.87886 -0.15891 -0.48196 3.616 9.702 16.289 -0.33
C -1.69227 0.55196 -0.06792 -0.551 -0.495 1.048 -0.39
N -0.70729 0.47323 -0.76284 6.012 -0.688 -7.554 0.17
C 0.34493 1.34355 -0.43635 -3.194 -0.067 3.859 -0.14
C -0.17084 1.81628 0.78274 3.248 2.923 0.102 -0.21
O -1.35991 1.30758 0.99309 -3.680 0.730 2.414 0.10
C 0.39877 2.82616 1.97920 4.141 -9.928 -4.174 0.07
H 0.07110 2.31791 2.82858 -0.338 -0.523 1.714 0.04
H 1.56271 2.46605 1.76576 -2.665 2.047 1.140 0.14
H 0.10086 3.73599 1.93631 -1.437 6.064 -0.658 -0.01
C 1.68386 1.53635 -1.07580 -0.438 -2.501 6.790 -0.11
N 2.43027 0.31761 -0.99793 0.634 0.616 -11.670 -0.19
C 3.66314 0.49945 -1.93128 -5.469 9.636 2.292 0.00
H 3.21194 1.02276 -2.83553 0.700 -0.737 0.843 0.10
H 4.28470 -0.13635 -2.28123 3.722 -5.370 -1.386 0.00
H 4.28824 1.43849 -1.41350 -1.056 -2.339 -1.097 0.15
C 2.86671 -0.23181 0.05474 1.212 -4.108 9.764 -0.35
C 1.64843 -0.86024 1.03140 3.971 -4.173 -5.485 -0.04
H 1.35473 -0.24276 1.74423 -1.632 2.802 2.932 0.03
C 2.35164 -2.19830 1.57960 0.847 0.732 -9.480 -0.01
H 2.01980 -2.95344 0.62811 0.459 1.069 3.611 0.18
O 3.88726 -2.10832 1.16549 -3.622 -2.805 4.442 -0.12
C 3.94981 -1.55223 0.00174 -0.145 7.812 2.116 -0.24
H 3.72619 -1.81286 -0.91046 -1.262 -3.678 -4.762 0.06
H 4.89494 -1.06849 0.05950 1.217 0.515 -1.008 0.12
H 2.30621 -2.43566 2.54872 -0.293 -1.293 3.414 0.05
H 0.98415 -1.06959 0.11611 0.031 -0.002 2.321 0.13
H 3.31586 0.52128 0.68283 1.103 0.646 1.122 0.13
H 1.53945 1.99542 -1.92697 0.020 1.624 -4.918 0.08
H 2.21469 2.18937 -0.38266 0.101 1.031 0.061 0.12
S -4.21513 0.10536 0.83933 4.075 1.045 0.064 1.13
H -2.59264 -0.74390 -2.18686 2.157 -0.838 -3.498 0.12
H -5.07030 -1.80456 -2.20265 1.817 2.171 2.765 0.20
H -7.13398 -1.68179 -0.16796 -2.055 -2.706 -3.203 0.00
H -7.20205 -0.12525 0.46796 1.302 -1.071 -0.371 0.10
H -6.72923 -1.49809 1.35202 1.004 -0.543 1.468 0.05
```
Positions in Å, forces in eV/Å.

---

(2)
DFT (ωB97M-V with the def2-TZVPD basis set) results for the molecule C15H20N2O6.

Structure (SMILES) = CNC(=O)NC(=O)COC(=O)CCCOc1ccc(OC)cc1
Charge = 0
LUMO energy = 0.72 eV
Strongest force on any atom = 0.015 hartree/bohr
E_HOMO = -8.175 eV
ΔE to the lowest compared entry with this formula, charge and spin = 14.8 kcal per mole
HOMO-LUMO gap = 8.90 eV

The geometry in XYZ format:
```
43
Properties=species:S:1:pos:R:3:forces:R:3:lowdin_charge:R:1
C 4.63331 -0.43408 -1.40652 0.090 0.187 -0.044 -0.06
N 3.40129 -0.93202 -0.84856 0.267 -0.469 -0.132 0.05
C 2.36635 -0.13048 -0.59124 -0.416 -0.567 0.276 -0.52
O 2.34266 1.07640 -0.69910 0.055 0.630 -0.080 0.06
N 1.19790 -0.79175 -0.13212 0.092 0.497 0.048 0.20
C 0.92505 -2.12159 -0.15090 -0.298 0.017 0.205 -0.45
O 1.75042 -2.99697 -0.28736 0.089 -0.329 0.009 0.08
C -0.55010 -2.43637 0.10037 0.236 -0.413 -0.100 -0.04
O -1.44052 -1.59234 -0.61909 -0.186 0.103 0.287 0.01
C -1.17135 -1.39431 -1.92195 -0.192 0.002 -0.327 -0.48
O -0.17704 -1.80866 -2.45568 -0.076 -0.071 -0.120 0.14
C -2.26372 -0.59474 -2.58496 0.088 0.164 -0.057 -0.07
C -1.73408 0.71762 -3.17522 -0.023 0.086 0.441 -0.13
C -1.16644 1.63774 -2.08748 0.146 -0.092 -0.515 -0.17
O -2.11479 1.76124 -1.04162 -0.197 0.036 0.165 -0.05
C -1.72916 1.47330 0.23794 0.154 0.011 0.279 -0.28
C -2.69063 0.90443 1.07526 0.118 0.123 -0.117 0.00
C -2.38128 0.57840 2.37524 0.149 0.005 0.088 0.00
C -1.09963 0.80756 2.88205 0.051 0.010 -0.082 -0.28
O -0.88774 0.41519 4.17265 -0.309 -0.014 -0.172 -0.09
C 0.37518 0.65451 4.74365 0.183 0.026 0.081 -0.09
C -0.15115 1.40064 2.06148 -0.004 -0.129 0.388 -0.02
C -0.46483 1.73596 0.74974 -0.403 0.282 -0.341 -0.04
H 4.58270 0.65340 -1.42327 0.083 -0.077 -0.022 0.08
H 5.47688 -0.75067 -0.79174 0.017 0.051 -0.049 0.08
H 4.77409 -0.80416 -2.42387 0.033 0.046 0.016 0.09
H 3.25270 -1.93411 -0.78072 -0.131 0.189 0.110 0.12
H 0.44072 -0.14357 0.08208 0.220 -0.223 -0.092 0.11
H -0.72098 -3.48245 -0.17458 0.111 0.187 0.050 0.15
H -0.79152 -2.28504 1.15549 0.036 -0.010 -0.102 0.14
H -3.04098 -0.38547 -1.85116 -0.007 -0.052 -0.114 0.12
H -2.67710 -1.20498 -3.39004 0.001 -0.055 0.071 0.13
H -0.94787 0.50983 -3.90130 -0.010 0.043 -0.065 0.12
H -2.55880 1.22185 -3.67960 0.022 -0.008 -0.075 0.12
H -0.21963 1.23077 -1.72154 -0.011 0.053 0.064 0.11
H -0.97010 2.63111 -2.50822 0.062 -0.135 0.102 0.13
H -3.67973 0.72675 0.68434 -0.123 -0.059 -0.065 0.12
H -3.11770 0.13328 3.02508 -0.107 -0.061 0.077 0.12
H 0.31359 0.27698 5.76309 0.061 0.042 -0.062 0.09
H 0.60992 1.72339 4.76759 0.004 -0.032 -0.017 0.10
H 1.16782 0.12094 4.20820 -0.025 0.035 0.006 0.09
H 0.84394 1.61671 2.41599 0.101 -0.004 0.069 0.11
H 0.29235 2.21578 0.14764 0.049 -0.025 -0.082 0.11
```
Positions in Å, forces in eV/Å.

---

(3)
DFT (ωB97M-V with the def2-TZVPD basis set) results for the ion C15H20N3O5 with charge -1.

Structure (SMILES) = CO/C([O-])=N/N=C(/C)[C@@H](Oc1ccc(OC)cc1)C(=O)N(C)C
Charge = -1
LUMO energy = 2.62 eV
Strongest force on any atom = 0.119 hartree/bohr
E_HOMO = -2.960 eV
ΔE to the lowest compared entry with this formula, charge and spin = 135.0 kcal per mole
HOMO-LUMO gap = 5.59 eV

The geometry in XYZ format:
```
43
Properties=species:S:1:pos:R:3:forces:R:3:lowdin_charge:R:1
C 5.42499 -0.38150 3.29120 0.360 -0.057 -0.011 -0.10
O 4.18570 0.36914 3.37561 2.372 -1.610 -0.190 -0.08
C 3.17425 -0.41853 2.96015 -5.494 2.709 -0.329 -0.61
O 3.19021 -1.57610 2.63451 1.367 -0.816 -0.041 0.03
N 2.00260 0.43815 3.02563 2.713 0.065 0.725 0.01
N 0.91275 -0.07796 2.53346 0.444 -1.289 0.224 0.01
C -0.23189 0.47222 2.75906 0.355 -0.697 0.125 -0.36
C -1.36496 -0.36196 2.28270 -1.320 0.246 0.082 -0.08
C -0.29148 1.76719 3.48975 0.626 -0.021 -1.273 -0.08
O 0.32916 2.61719 2.29285 -0.704 0.826 0.846 -0.04
C 0.91654 3.85597 2.26954 0.017 0.255 1.141 -0.28
C 2.08034 4.14904 3.04636 -0.537 -0.724 -0.308 -0.02
C 2.74877 5.33245 2.90537 0.193 1.777 -0.718 -0.02
C 2.26565 6.36028 2.00397 -0.502 -1.907 0.575 -0.30
O 2.94768 7.52880 2.00580 0.462 1.456 -0.363 -0.11
C 2.47412 8.65840 1.24973 -0.276 -0.571 -0.119 -0.09
C 1.13624 6.08265 1.23848 0.305 0.200 0.649 -0.04
C 0.43394 4.86642 1.43797 0.238 0.150 -0.585 -0.01
C -1.68092 2.33134 3.83080 0.199 -0.132 0.232 -0.38
O -2.71717 2.01155 3.26498 0.273 0.441 -0.118 0.03
N -1.72237 3.21763 4.87409 0.376 -0.184 1.023 -0.14
C -2.97642 3.86281 5.21042 0.262 0.325 -0.240 -0.06
C -0.60340 3.57487 5.76416 0.226 0.258 -0.451 -0.05
H 6.24093 0.31792 3.51970 -0.333 -0.113 -0.038 0.07
H 5.46590 -1.23178 4.00735 -0.243 0.589 -0.316 0.09
H 5.59679 -0.82559 2.28080 -0.338 0.487 0.660 0.09
H -2.27111 0.22381 2.44834 -0.132 -0.538 -0.350 0.04
H -1.30220 -0.64913 1.21571 0.140 0.140 0.537 0.07
H -1.42767 -1.26903 2.90690 -0.046 0.066 -0.371 0.07
H 0.34953 1.67063 4.40405 0.018 0.645 -1.232 0.12
H 2.45590 3.39031 3.73461 -0.097 0.001 -0.325 0.12
H 3.69112 5.53148 3.44857 -0.717 -0.099 -0.237 0.12
H 3.10744 9.52094 1.50441 -0.137 -0.493 0.029 0.08
H 2.54025 8.48067 0.15524 0.032 -0.031 0.533 0.09
H 1.41751 8.90987 1.48203 0.503 -0.244 0.043 0.09
H 0.78534 6.84102 0.52629 -0.075 -0.492 0.329 0.10
H -0.46912 4.74474 0.83952 0.184 -0.379 0.250 0.11
H -3.76986 3.42260 4.61461 -0.037 -0.024 0.150 0.08
H -3.18514 3.81814 6.28798 0.010 -0.248 -0.250 0.08
H -2.87298 4.91713 4.94601 -0.269 0.204 0.030 0.09
H 0.08175 2.73623 5.96630 -0.453 0.338 -0.061 0.08
H -0.01277 4.38611 5.30770 -0.036 -0.201 0.209 0.09
H -1.00086 3.95417 6.72321 0.070 -0.307 -0.467 0.08
```
Positions in Å, forces in eV/Å.

---

(4)
DFT (ωB97M-V with the def2-TZVPD basis set) results for the molecule C15H20N4O2.

Structure (SMILES) = O=c1[nH]c(CN2CCN(CCO)CC2)nc2ccccc12
Charge = 0
LUMO energy = 0.59 eV
Strongest force on any atom = 0.014 hartree/bohr
E_HOMO = -7.607 eV
ΔE to the lowest compared entry with this formula, charge and spin = 38.2 kcal per mole
HOMO-LUMO gap = 8.19 eV

The geometry in XYZ format:
```
41
Properties=species:S:1:pos:R:3:forces:R:3:lowdin_charge:R:1
O -2.57103 -2.28576 1.63081 -0.098 -0.022 0.110 0.08
C -2.21942 -1.52274 0.75637 0.087 -0.174 0.038 -0.41
N -1.14903 -1.84938 -0.07102 0.042 -0.137 -0.001 0.19
C -0.67506 -1.04447 -1.06956 -0.171 0.080 -0.135 -0.30
C 0.53725 -1.53289 -1.82801 0.220 -0.092 -0.021 -0.11
N 1.82209 -1.04067 -1.38570 -0.175 -0.064 -0.044 -0.16
C 2.18566 0.31254 -1.76024 0.038 0.246 0.059 -0.15
C 1.72826 1.38231 -0.75215 -0.113 -0.011 -0.128 -0.15
N 2.07583 1.08892 0.62457 0.094 -0.083 0.009 -0.17
C 3.30221 1.62770 1.14928 0.320 -0.181 -0.203 -0.18
C 4.65670 1.04526 0.68835 -0.218 0.556 0.088 -0.24
O 4.92618 -0.24556 1.18466 0.032 -0.397 0.261 -0.08
C 1.70687 -0.26290 0.98913 -0.065 -0.129 -0.060 -0.15
C 2.20184 -1.32058 -0.01310 0.134 0.064 0.166 -0.15
N -1.19936 0.08879 -1.36059 0.421 -0.069 -0.568 0.16
C -2.26851 0.52893 -0.62127 -0.388 -0.164 0.515 -0.21
C -2.83478 1.77072 -0.92909 -0.060 -0.008 0.068 -0.01
C -3.90542 2.23830 -0.20243 0.088 0.019 -0.091 -0.07
C -4.43848 1.48760 0.84498 -0.061 -0.107 0.133 -0.08
C -3.89439 0.26419 1.16319 0.019 -0.044 0.014 -0.01
C -2.80816 -0.22652 0.43701 -0.005 0.366 -0.227 -0.07
H -0.70437 -2.74175 0.11182 -0.096 0.145 -0.007 0.16
H 0.41933 -1.24050 -2.87393 -0.118 -0.080 0.100 0.13
H 0.57093 -2.62780 -1.77301 -0.064 0.020 -0.055 0.12
H 1.76004 0.53576 -2.73937 0.033 0.010 -0.051 0.12
H 3.27765 0.32499 -1.84982 -0.031 0.103 -0.058 0.11
H 2.15223 2.34979 -1.02606 -0.009 0.055 -0.027 0.12
H 0.63657 1.45819 -0.80267 0.163 0.084 -0.120 0.10
H 3.30937 2.69558 0.90928 0.060 0.026 0.088 0.12
H 3.25069 1.53450 2.24188 0.096 0.096 0.014 0.12
H 4.69293 0.95693 -0.39811 0.016 0.095 0.041 0.10
H 5.44857 1.74180 1.00288 -0.064 -0.019 -0.101 0.11
H 4.88872 -0.22104 2.14735 0.033 0.008 -0.056 0.09
H 2.09986 -0.48711 1.98225 -0.034 -0.015 0.035 0.12
H 0.61159 -0.28739 1.04797 0.052 -0.117 0.077 0.11
H 1.83092 -2.30845 0.26874 0.015 -0.087 0.014 0.12
H 3.29563 -1.34660 0.01752 -0.118 -0.072 0.125 0.11
H -2.41089 2.33961 -1.74150 0.055 0.045 -0.091 0.11
H -4.33916 3.19773 -0.44394 -0.023 0.075 -0.029 0.10
H -5.27871 1.86930 1.40510 -0.062 0.016 0.050 0.10
H -4.28537 -0.33954 1.96830 -0.043 -0.038 0.069 0.12
```
Positions in Å, forces in eV/Å.

---

(5)
DFT (ωB97M-V with the def2-TZVPD basis set) results for the molecule C15H20N4O3S2.

Structure (SMILES) = CCCCC(=O)Nc1nnc(S(=O)(=O)N(CC)c2ccccc2)s1
Charge = 0
LUMO energy = -0.06 eV
Strongest force on any atom = 0.036 hartree/bohr
E_HOMO = -8.979 eV
ΔE to the lowest compared entry with this formula, charge and spin = 74.5 kcal per mole
HOMO-LUMO gap = 8.92 eV

The geometry in XYZ format:
```
44
Properties=species:S:1:pos:R:3:forces:R:3:lowdin_charge:R:1
C 0.21584 -1.97300 -6.68225 0.059 0.161 0.199 -0.11
C 0.35666 -1.62501 -5.20574 -0.082 -0.258 -0.114 -0.27
C -0.16787 -2.74849 -4.31406 0.239 0.284 0.176 -0.21
C -0.06108 -2.40668 -2.82816 -0.127 -0.241 -0.688 -0.13
C 1.35154 -2.45449 -2.33674 -0.218 0.097 0.232 -0.44
O 2.31802 -2.79761 -2.96520 0.164 -0.105 -0.212 0.11
N 1.55357 -2.07151 -1.00289 0.839 -0.114 -0.006 0.11
C 0.66682 -1.67234 -0.06497 0.027 0.449 1.507 -0.57
N -0.61334 -1.53927 -0.21723 0.317 -0.477 -1.287 0.02
N -1.23847 -1.13280 0.87080 -1.116 0.568 1.383 0.01
C -0.47867 -0.94212 1.88284 0.742 -0.084 0.304 -0.66
S -0.93973 -0.40921 3.52702 0.194 -0.025 -0.336 0.62
O -2.35015 -0.20372 3.59714 -0.024 0.148 -0.202 -0.26
O -0.34547 -1.32997 4.44386 0.226 -0.044 0.161 -0.28
N -0.03023 0.98583 3.59247 -0.315 -1.040 -0.138 -0.21
C 0.34553 1.42301 4.92481 -0.078 0.068 0.648 -0.23
C -0.77275 2.21294 5.59536 0.203 -0.066 -0.092 -0.06
C -0.12955 1.90092 2.52977 -0.208 0.431 -0.648 -0.28
C -1.25830 1.93240 1.71577 0.007 0.192 0.074 -0.04
C -1.29615 2.77333 0.61685 0.063 0.053 -0.066 -0.06
C -0.22467 3.59888 0.32380 -0.075 0.015 -0.066 -0.09
C 0.89365 3.57929 1.14057 0.025 0.033 0.050 -0.08
C 0.94861 2.73303 2.23181 -0.032 -0.102 0.149 -0.02
S 1.20659 -1.26954 1.57811 -0.437 -0.174 -0.779 1.11
H 0.59035 -1.16316 -7.30356 0.015 0.029 -0.140 0.07
H 0.78018 -2.87280 -6.91502 0.049 -0.107 -0.081 0.07
H -0.82762 -2.14694 -6.93685 -0.102 -0.036 -0.084 0.07
H 1.40767 -1.44728 -4.97490 0.002 0.081 0.045 0.10
H -0.19708 -0.70681 -4.99444 0.020 0.059 0.059 0.11
H 0.40209 -3.65743 -4.51279 -0.063 -0.071 -0.047 0.12
H -1.21431 -2.94196 -4.55598 -0.024 -0.054 0.014 0.12
H -0.47096 -1.41556 -2.62604 -0.044 -0.079 0.070 0.12
H -0.64383 -3.10764 -2.22621 -0.014 0.117 0.084 0.13
H 2.52280 -2.12869 -0.70990 -0.169 -0.029 -0.198 0.15
H 0.56022 0.51138 5.48512 0.167 0.208 0.065 0.11
H 1.25715 2.02092 4.86001 -0.038 -0.162 -0.053 0.11
H -0.48339 2.48481 6.60705 -0.012 0.064 0.103 0.08
H -1.67668 1.60945 5.63362 -0.100 0.011 0.071 0.07
H -0.98364 3.12009 5.03199 -0.060 0.084 -0.001 0.08
H -2.10451 1.30825 1.95015 -0.114 0.047 -0.064 0.09
H -2.17667 2.78449 -0.00719 -0.083 -0.005 -0.059 0.11
H -0.26030 4.25563 -0.53188 -0.007 0.057 -0.074 0.10
H 1.73538 4.21991 0.92311 0.071 0.045 -0.013 0.10
H 1.83274 2.70950 2.84994 0.110 -0.024 0.054 0.11
```
Positions in Å, forces in eV/Å.

---

Which of these has the highest strongest force on any atom?
C15H20N2O2S